Entry 1:
106
Properties=species:S:1:pos:R:3:lowdin_charge:R:1 method="wB97M-V/def2-TZVPD" relative_energy_kcal_mol=854.3 fmax_ev_per_a=19.95 charge=0
Br 7.30 5.51 15.05 0.900
C 6.62 6.20 13.32 -0.614
C 7.62 5.98 12.21 -0.343
Br 7.12 7.39 10.86 1.319
H 6.47 7.27 13.49 0.085
H 5.64 5.78 13.10 0.065
H 7.59 4.99 11.77 0.076
H 8.64 6.24 12.50 0.067
C -2.52 2.98 9.50 -0.089
C -2.50 3.07 8.13 -0.056
C -1.38 3.70 7.50 0.003
C -0.37 4.18 8.27 -0.108
C -0.38 4.11 9.69 0.008
C -1.55 3.56 10.27 -0.024
N 0.86 4.69 7.54 -0.214
O 0.92 4.47 6.31 0.080
O 1.76 5.28 8.16 -0.128
H -3.42 2.51 9.87 0.110
H -3.25 2.62 7.50 0.102
H -1.29 3.70 6.42 0.114
H 0.43 4.49 10.29 0.004
H -1.55 3.44 11.34 0.114
C -0.33 7.09 8.84 -0.074
C -0.96 7.52 7.71 -0.026
C -2.13 8.32 7.86 0.008
C -2.67 8.59 9.10 -0.136
C -2.01 8.14 10.26 0.038
C -0.88 7.32 10.11 -0.029
N -3.98 9.30 9.15 -0.332
O -4.40 9.82 8.11 0.045
O -4.70 9.35 10.15 0.063
H 0.51 6.42 8.77 0.058
H -0.52 7.18 6.78 0.111
H -2.57 8.54 6.90 0.114
H -2.49 8.31 11.21 0.114
H -0.43 6.91 11.00 0.106
C 4.87 7.73 11.11 -0.165
C 4.04 7.46 10.03 -0.075
C 2.82 6.83 10.11 0.002
C 2.47 6.28 11.30 -0.097
C 3.30 6.48 12.45 0.040
C 4.47 7.25 12.35 -0.072
N 1.29 5.48 11.35 -0.224
O 0.35 5.66 10.56 -0.163
O 1.34 4.60 12.22 0.119
H 5.83 8.22 11.02 -0.109
H 4.27 7.92 9.08 0.011
H 2.34 6.61 9.16 0.095
H 2.98 6.14 13.42 -0.068
H 5.16 7.40 13.17 -0.102
C 5.08 5.69 18.92 -0.052
C 5.75 6.69 18.17 -0.040
C 5.51 6.76 16.81 -0.199
C 4.54 5.98 16.22 -0.166
C 3.86 5.00 17.01 0.042
C 4.11 4.91 18.37 -0.077
N 4.35 6.15 14.74 -0.196
O 5.05 6.98 14.13 -0.239
O 3.49 5.44 14.18 0.084
H 5.30 5.73 19.98 0.110
H 6.46 7.39 18.59 0.116
H 6.10 7.46 16.24 0.089
H 3.15 4.33 16.55 0.121
H 3.58 4.24 19.02 0.115
C 5.39 6.30 7.08 -0.021
C 6.45 6.33 8.02 -0.090
C 6.31 5.72 9.26 -0.124
C 5.13 4.95 9.55 -0.075
C 3.98 5.02 8.70 0.013
C 4.15 5.74 7.47 -0.027
N 4.95 4.29 10.86 -0.259
O 3.94 3.63 11.00 0.109
O 5.80 4.47 11.76 -0.031
H 5.47 6.58 6.04 0.113
H 7.36 6.78 7.66 0.116
H 7.20 5.72 9.87 0.030
H 2.95 4.82 8.95 0.070
H 3.41 5.69 6.68 0.101
C 10.01 10.05 8.71 -0.065
C 9.20 10.82 7.93 -0.087
C 7.87 10.61 7.80 -0.008
C 7.33 9.52 8.45 -0.107
C 8.08 8.63 9.20 -0.198
C 9.47 8.92 9.31 -0.031
N 5.86 9.27 8.23 -0.206
O 5.41 8.29 8.80 -0.095
O 5.23 10.03 7.49 0.106
H 11.07 10.23 8.69 0.114
H 9.59 11.74 7.51 0.115
H 7.22 11.26 7.24 0.124
H 7.61 7.72 9.55 -0.212
H 10.07 8.17 9.79 0.110
C 2.38 7.76 15.06 -0.031
C 3.50 8.35 15.62 -0.059
C 3.41 9.00 16.85 0.010
C 2.19 9.23 17.46 -0.097
C 1.05 8.57 16.92 -0.001
C 1.16 7.98 15.69 -0.051
N 2.07 10.05 18.72 -0.341
O 3.06 10.67 19.10 0.060
O 1.07 9.93 19.39 0.081
H 2.43 7.15 14.17 0.080
H 4.43 8.14 15.11 0.089
H 4.35 9.30 17.30 0.118
H 0.06 8.61 17.35 0.116
H 0.27 7.50 15.31 0.112

=====

Entry 2:
108
Properties=species:S:1:pos:R:3:lowdin_charge:R:1 method="wB97M-V/def2-TZVPD" fmax_ev_per_a=2.40 charge=0 smiles="O=[N+]([O-])c1ccccc1.O=[N+]([O-])c1ccccc1.O=[N+]([O-])c1ccccc1.O=[N+]([O-])c1ccccc1.O=[N+]([O-])c1ccccc1.O=[N+]([O-])c1ccccc1.O=[N+]([O-])c1ccccc1.ClCCl.ClCCl"
C -2.74 2.19 -5.48 -0.074
C -4.07 2.62 -5.31 -0.072
C -4.49 3.31 -4.20 -0.009
C -3.46 3.62 -3.34 -0.151
C -2.15 3.30 -3.48 -0.035
C -1.74 2.55 -4.58 -0.067
N -3.79 4.44 -2.10 -0.317
O -3.09 4.26 -1.11 0.035
O -4.74 5.20 -2.21 0.087
H -2.46 1.59 -6.35 0.113
H -4.77 2.18 -6.03 0.113
H -5.52 3.56 -3.95 0.129
H -1.52 3.56 -2.62 0.112
H -0.69 2.38 -4.78 0.109
C 5.46 -0.80 2.92 -0.068
C 5.00 -1.88 2.15 -0.060
C 4.71 -1.66 0.82 -0.021
C 5.05 -0.42 0.25 -0.173
C 5.51 0.65 0.97 0.011
C 5.67 0.43 2.34 -0.066
N 4.89 -0.27 -1.18 -0.343
O 4.07 -0.99 -1.71 0.041
O 5.56 0.56 -1.77 0.093
H 5.69 -0.95 3.98 0.114
H 4.88 -2.84 2.61 0.091
H 4.21 -2.37 0.20 0.098
H 5.76 1.56 0.45 0.103
H 5.96 1.21 3.01 0.107
C -3.95 -2.12 -5.26 -0.047
C -3.24 -1.34 -4.33 -0.055
C -1.96 -1.71 -4.00 -0.003
C -1.34 -2.69 -4.75 -0.168
C -1.95 -3.44 -5.71 0.004
C -3.26 -3.09 -5.98 -0.066
N 0.07 -2.91 -4.53 -0.334
O 0.51 -3.99 -4.87 0.066
O 0.80 -2.03 -4.09 0.066
H -5.00 -1.84 -5.44 0.113
H -3.72 -0.57 -3.76 0.090
H -1.40 -1.18 -3.24 0.068
H -1.40 -4.24 -6.20 0.124
H -3.81 -3.51 -6.80 0.104
C -2.37 1.93 2.56 -0.082
C -1.53 2.54 1.63 -0.028
C -0.16 2.33 1.73 -0.009
C 0.34 1.58 2.77 -0.162
C -0.48 0.92 3.67 0.009
C -1.86 1.17 3.57 -0.068
N 1.80 1.39 2.91 -0.329
O 2.47 2.31 2.53 0.087
O 2.24 0.35 3.38 0.059
H -3.45 2.06 2.52 0.116
H -2.01 3.03 0.78 0.092
H 0.56 2.71 1.04 0.072
H -0.07 0.33 4.48 0.111
H -2.53 0.74 4.31 0.113
C 2.39 -4.46 2.86 -0.080
C 2.20 -5.34 3.90 -0.053
C 1.32 -4.94 4.89 -0.006
C 0.87 -3.64 4.86 -0.128
C 1.08 -2.76 3.83 -0.014
C 1.83 -3.17 2.75 -0.062
N -0.12 -3.24 5.94 -0.329
O -0.77 -2.21 5.76 0.048
O -0.16 -3.97 6.91 0.074
H 3.03 -4.80 2.05 0.075
H 2.66 -6.31 3.97 0.110
H 1.05 -5.59 5.69 0.108
H 0.69 -1.75 3.85 0.090
H 2.06 -2.52 1.93 0.046
C 0.68 6.61 0.82 -0.072
C 1.92 6.57 1.41 -0.063
C 2.83 5.57 1.13 0.016
C 2.42 4.58 0.24 -0.161
C 1.13 4.56 -0.29 -0.022
C 0.27 5.61 -0.03 -0.048
N 3.27 3.43 -0.05 -0.306
O 2.68 2.43 -0.50 0.024
O 4.45 3.59 0.18 0.096
H -0.01 7.37 1.10 0.107
H 2.13 7.36 2.11 0.107
H 3.84 5.53 1.50 0.123
H 0.88 3.69 -0.88 0.098
H -0.69 5.64 -0.49 0.096
C -2.71 -2.44 2.90 -0.046
C -1.95 -2.31 1.75 -0.073
C -2.40 -1.51 0.72 -0.003
C -3.61 -0.84 0.88 -0.147
C -4.34 -0.83 2.05 -0.029
C -3.89 -1.66 3.07 -0.062
N -4.13 0.03 -0.20 -0.344
O -3.53 -0.06 -1.24 0.046
O -5.09 0.75 0.02 0.075
H -2.43 -3.14 3.70 0.106
H -1.00 -2.81 1.60 0.061
H -1.80 -1.53 -0.17 0.077
H -5.32 -0.37 2.10 0.125
H -4.42 -1.67 4.03 0.115
C 1.27 -4.94 -1.77 -0.911
Cl 0.22 -3.81 -0.72 0.477
Cl 2.66 -5.47 -0.85 0.545
H 0.66 -5.80 -2.06 0.042
H 1.65 -4.29 -2.54 -0.009
C 1.24 -0.22 -1.51 -1.027
Cl -0.21 0.73 -1.80 0.613
Cl 1.45 -0.59 0.15 0.651
H 1.16 -1.11 -2.10 -0.021
H 2.09 0.39 -1.85 0.021

=====

Entry 3:
94
Properties=species:S:1:pos:R:3:lowdin_charge:R:1 method="wB97M-V/def2-TZVPD" fmax_ev_per_a=3.34 charge=-1
C -6.32 -2.64 -5.83 -0.090
N -5.60 -2.33 -4.62 -0.256
C -6.33 -2.62 -3.40 -0.086
C -4.22 -2.08 -4.61 -0.266
C -3.71 -0.75 -4.59 -0.001
C -2.34 -0.51 -4.58 -0.011
C -1.41 -1.57 -4.58 -0.135
C 0.06 -1.25 -4.53 -0.476
C 0.99 -2.32 -4.48 -0.370
S 2.66 -2.01 -4.57 1.023
C 3.26 -2.94 -3.11 -0.237
C 3.21 -3.15 -5.90 -0.260
O 0.44 -0.05 -4.54 -0.043
C -1.92 -2.89 -4.63 -0.035
C -3.29 -3.14 -4.64 -0.015
H -5.68 -2.45 -6.70 0.088
H -6.65 -3.69 -5.84 0.073
H -7.22 -2.01 -5.89 0.076
H -5.70 -2.42 -2.53 0.092
H -7.23 -1.98 -3.36 0.077
H -6.66 -3.67 -3.38 0.074
H -4.42 0.08 -4.58 0.112
H -1.98 0.52 -4.57 0.118
H 0.68 -3.36 -4.38 0.051
H 4.36 -2.97 -3.17 0.053
H 2.94 -2.37 -2.22 0.048
H 2.83 -3.95 -3.11 0.057
H 4.31 -3.13 -5.92 0.047
H 2.84 -4.16 -5.71 0.055
H 2.81 -2.75 -6.84 0.056
H -1.22 -3.72 -4.67 0.092
H -3.66 -4.17 -4.66 0.111
O 5.84 2.37 1.91 0.106
C 4.78 1.91 2.03 -0.136
Co 3.13 1.34 2.01 0.041
C 3.17 0.12 0.72 -0.132
O 3.22 -0.72 -0.09 0.090
C 3.27 0.28 3.44 -0.144
O 3.36 -0.48 4.31 0.091
C 2.08 2.79 2.41 -0.299
C 2.40 2.78 1.03 -0.329
C 2.95 3.50 -0.01 -0.089
C 3.40 2.88 -1.24 -0.242
C 4.66 3.25 -1.79 -0.052
C 5.17 2.56 -2.89 -0.113
C 4.40 1.57 -3.52 -0.116
C 3.12 1.27 -3.03 -0.093
C 2.66 1.87 -1.86 -0.042
Co 0.52 2.21 1.57 -0.068
C -0.13 1.16 0.31 -0.193
O -0.62 0.48 -0.50 0.072
C -0.59 3.56 1.70 -0.196
O -1.39 4.39 1.87 0.060
P -0.26 1.11 3.32 1.078
C -0.06 -0.72 3.36 -0.320
C -0.58 -1.50 4.41 -0.099
C -0.39 -2.89 4.39 -0.089
C 0.29 -3.50 3.34 -0.094
C 0.78 -2.72 2.28 -0.071
C 0.60 -1.34 2.30 -0.103
C 0.40 1.73 4.92 -0.331
C 0.99 0.90 5.87 -0.092
C 1.63 1.46 6.99 -0.085
C 1.66 2.85 7.16 -0.098
C 1.02 3.68 6.23 -0.083
C 0.39 3.12 5.12 -0.115
C -2.08 1.29 3.57 -0.318
C -2.64 1.92 4.69 -0.080
C -4.01 2.23 4.70 -0.092
C -4.82 1.87 3.62 -0.103
C -4.27 1.18 2.54 -0.085
C -2.91 0.87 2.52 -0.083
H 2.16 3.58 3.13 0.066
H 3.22 4.55 0.17 0.108
H 5.22 4.03 -1.27 0.104
H 6.17 2.80 -3.25 0.089
H 4.79 1.01 -4.37 0.081
H 2.46 0.57 -3.55 0.051
H 1.69 1.60 -1.43 0.092
H -1.12 -1.04 5.23 0.110
H -0.77 -3.50 5.22 0.096
H 0.45 -4.58 3.32 0.095
H 1.30 -3.17 1.44 0.105
H 0.99 -0.74 1.48 0.049
H 0.96 -0.19 5.77 0.086
H 2.11 0.80 7.71 0.101
H 2.19 3.28 8.00 0.094
H 1.02 4.76 6.35 0.101
H -0.11 3.78 4.39 0.103
H -2.03 2.19 5.55 0.097
H -4.43 2.76 5.56 0.097
H -5.87 2.14 3.62 0.094
H -4.89 0.89 1.69 0.100
H -2.48 0.32 1.68 0.102

=====

Gap between HOMO and LUMO in eV, matching the order above: 5.70; 8.87; 4.60
E_LUMO in eV, matching the order above: -2.16; -0.68; 1.82